--- one ---
Formula: C3H5P
Source: the OMol25 dataset
Level of theory: ωB97M-V/def2-TZVPD

Geometry (Å):
C: 1.196 2.045 -0.802
C: 0.959 1.074 -0.104
P: 0.300 -0.175 1.185
C: -1.052 -0.997 0.241
H: 1.513 2.853 -1.396
H: 1.104 -1.309 0.737
H: -1.557 -0.256 -0.340
H: -1.756 -1.371 0.963
H: -0.708 -1.863 -0.484

Its spin multiplicity is 1. The calculation puts the molar mass at 72.0 g/mol. The SMILES is C#CPC. The calculation puts the HOMO-LUMO gap at 10.35 eV. Its charge is 0.

---

--- two ---
Formula: C3H5P
Source: the OMol25 dataset
Level of theory: ωB97M-V/def2-TZVPD

Geometry (Å):
C: 0.534 1.162 0.870
C: -0.129 -0.118 0.444
C: 0.149 0.100 -1.064
P: 1.139 1.669 -0.662
H: 0.708 1.631 1.757
H: 0.299 -1.049 0.739
H: -1.073 -0.150 0.839
H: 0.809 -0.739 -1.694
H: -0.687 0.323 -1.817

Its spin multiplicity is 1. The calculation puts the molar mass at 72.0 g/mol. The calculation puts the HOMO-LUMO gap at 9.46 eV. Its charge is 0.

---

Q: Which of them is the most stable? A: two.

---

--- one ---
Formula: C3H10OS
Source: the OMol25 dataset
Level of theory: ωB97M-V/def2-TZVPD

Geometry (Å):
C: -0.584 -1.004 -0.946
C: -0.215 -0.781 0.417
S: 0.591 0.909 0.714
C: 1.494 0.379 2.309
H: -0.985 -0.018 -1.164
H: 0.296 -1.133 -1.661
H: -1.455 -1.717 -0.992
H: -0.976 -0.878 1.096
H: 0.533 -1.613 0.706
H: 1.591 1.323 2.823
H: 2.495 0.074 1.936
H: 1.053 -0.371 3.026
O: -1.569 1.355 -2.876
H: -0.947 1.235 -2.196
H: -1.324 2.241 -3.194

Its spin multiplicity is 1. The calculation puts the molar mass at 94.2 g/mol. The SMILES is CCSC.O. The calculation puts the HOMO-LUMO gap at 9.54 eV. Its charge is 0.

---

--- two ---
Formula: C3H10OS
Source: the OMol25 dataset
Level of theory: ωB97M-V/def2-TZVPD

Geometry (Å):
C: 0.841 1.580 0.774
S: 1.237 0.333 -0.467
C: 2.094 -0.842 0.585
H: 1.748 2.056 1.150
H: 0.357 1.104 1.613
H: 0.184 2.320 0.339
H: 2.091 -1.795 0.055
H: 3.107 -0.534 0.765
H: 1.517 -0.979 1.499
C: -2.483 -0.461 -1.284
O: -1.896 -0.932 -0.072
H: -2.962 0.512 -1.111
H: -1.725 -0.336 -2.061
H: -3.181 -1.211 -1.631
H: -0.929 -0.815 -0.153

Its spin multiplicity is 1. The calculation puts the molar mass at 94.2 g/mol. The SMILES is CSC.CO. The calculation puts the HOMO-LUMO gap at 9.79 eV. Its charge is 0.

---

--- three ---
Formula: C3H10OS
Source: the OMol25 dataset
Level of theory: ωB97M-V/def2-TZVPD

Geometry (Å):
C: -0.788 -0.655 1.673
C: 0.337 0.334 1.833
S: 0.266 1.703 0.622
H: -0.661 -1.255 0.774
H: -1.772 -0.194 1.624
H: -0.826 -1.345 2.517
H: 0.444 0.780 2.820
H: 1.316 -0.112 1.669
H: -0.875 2.265 1.042
C: 0.661 -0.016 -2.248
O: -0.559 -0.633 -2.680
H: 1.559 -0.381 -2.747
H: 0.511 1.054 -2.341
H: 0.766 -0.258 -1.194
H: -0.377 -1.287 -3.365

Its spin multiplicity is 1. The calculation puts the molar mass at 94.2 g/mol. The SMILES is CCS.CO. The calculation puts the HOMO-LUMO gap at 9.85 eV. Its charge is 0.

---

Q: Which of them is the most stable? A: two.